The following is a DFT calculation (ωB97M-V with the def2-TZVPD basis set) of the ion C5H8BrOS with charge -1 at a distorted geometry.

Cartesian coordinates (Å):
C (1.943, -1.731, -0.517)
C (-0.909, -0.376, -0.922)
C (0.932, -0.143, 1.538)
C (0.408, 0.390, -0.963)
C (1.492, -0.042, 0.094)
O (2.566, -1.710, -1.542)
S (1.367, -2.925, 0.494)
Br (3.059, 1.264, 0.077)
H (-1.660, -0.061, -0.091)
H (-0.819, -1.509, -0.831)
H (-1.321, -0.171, -1.809)
H (0.473, 0.765, 1.979)
H (0.272, -0.885, 1.563)
H (1.719, -0.461, 2.157)
H (0.112, 1.381, -1.063)
H (0.923, 0.088, -1.855)

Atomic forces in eV per Å
-0.008 2.781 1.225
0.367 -2.064 4.499
2.271 3.696 -1.229
1.457 -2.434 1.004
-1.522 -1.012 0.152
0.122 -0.101 -0.575
-0.073 -0.966 0.097
-0.827 -0.767 -0.173
1.421 -0.290 -1.228
0.162 1.474 -0.069
-2.097 0.647 -3.439
0.341 -0.094 -0.567
-2.933 -2.980 -0.066
1.124 -0.284 1.031
0.187 2.235 0.326
0.008 0.160 -0.987

Strongest force on any atom (Eh/bohr): 0.0965
Highest occupied orbital energy (eV): -3.75
SMILES: CC[C@](C)(Br)C([O-])=S
Total charge: -1
M (g mol⁻¹): 196.09
Energy (a.u.): -3242.783018
Gap between HOMO and LUMO (Eh): 0.2608